# 1
40
Properties=species:S:1:pos:R:3:forces:R:3 method="wB97M-V/def2-TZVPD" homo_lumo_gap_ev=8.36 lumo_ha=-0.0169
C 3.540709 -1.254367 -0.572828 -0.2303 -0.0570 -0.0930
C 3.029185 -0.145222 -1.486752 0.4922 -0.5324 0.0206
O 2.011368 -0.664237 -2.350248 -0.2095 0.5047 0.6466
B 1.248753 0.280580 -3.005176 -0.0521 -0.3263 -0.4260
O 1.805097 1.070450 -3.991432 -0.2741 0.6388 0.5455
B -0.383301 0.531797 -2.568291 0.6353 -0.4690 -0.6535
O -1.422960 -0.247226 -3.079989 -0.0703 0.1427 0.3000
B -2.702678 0.235297 -2.969014 -0.1493 0.2911 -0.4997
C -3.974189 -0.617362 -3.351227 0.1389 0.0638 0.3033
C -3.909454 -2.043832 -2.810020 -0.2660 0.1647 -0.3540
F -5.100035 0.019914 -2.798347 -0.1318 -0.0123 -0.1697
O -2.857515 1.517423 -2.451425 -0.7686 -0.7244 0.5042
B -2.012379 1.643801 -1.387021 0.6745 0.5048 -0.0615
P -2.743719 1.847532 0.402385 -0.7018 0.6423 0.0354
O -1.479178 2.573101 1.193170 0.2055 -0.1808 -0.0624
I -2.490104 -0.495798 1.000091 0.2011 0.0199 -0.1731
O -0.661057 1.532943 -1.653960 -0.3423 -0.4131 0.2851
H 3.099410 -2.193683 -0.888337 -0.0210 -0.1473 -0.0788
H 4.618649 -1.356812 -0.623199 0.1635 0.0381 0.0707
H 3.240762 -1.089567 0.456504 0.0499 -0.0181 0.1448
H 2.640520 0.668757 -0.875231 -0.1444 0.1919 -0.0856
H 3.861862 0.227793 -2.082873 0.0259 0.1917 -0.1428
H 2.598252 1.524737 -3.687129 0.3630 -0.2822 -0.4031
H -4.126328 -0.631634 -4.430051 0.0240 0.0223 -0.1702
H -4.443099 -2.074027 -1.866267 0.1320 0.0339 0.2685
H -4.422679 -2.721789 -3.483875 0.0312 -0.2091 -0.0538
H -2.880669 -2.358945 -2.676728 0.0979 -0.1818 0.0450
H -1.543693 3.519022 1.010813 0.0958 0.0763 0.2318
C 2.528766 -0.504060 3.985247 0.0121 -0.0080 -0.0253
C 1.998995 -0.568612 5.266167 0.0088 -0.0056 0.0184
C 0.759823 -0.003793 5.533367 -0.0116 -0.0053 0.0023
C 0.048070 0.620364 4.518321 -0.0119 0.0008 0.0161
C 0.575155 0.684295 3.236261 0.1235 -0.0568 0.0819
C 1.817249 0.123332 2.972174 -0.0048 -0.0052 0.0185
H 3.496114 -0.943316 3.777085 0.0096 -0.0056 0.0000
H 2.551928 -1.059606 6.056470 0.0077 0.0019 0.0077
H 0.348679 -0.050496 6.533587 -0.0049 -0.0076 0.0043
H -0.920408 1.057932 4.725407 -0.0040 0.0031 -0.0055
H 0.023387 1.170384 2.449964 -0.0727 0.0942 -0.1082
H 2.230716 0.174932 1.972409 -0.0213 0.0209 0.0154

# 2
36
Properties=species:S:1:pos:R:3:forces:R:3 method="wB97M-V/def2-TZVPD" homo_lumo_gap_ev=7.73 lumo_ha=0.0062
C 2.557226 2.723370 2.182541 -0.4904 0.2133 0.1912
C 1.846762 1.552249 1.582086 1.0065 -1.2883 0.0140
O 0.592373 1.878318 1.187566 -0.2242 -1.5809 -1.1888
B 0.050294 1.338330 -0.044590 -0.8329 4.0948 0.1221
H 0.055040 -0.166862 -0.035524 -0.5219 -1.9496 0.0359
O -1.349245 1.746755 -0.184926 1.4826 -1.2833 0.4146
C -2.245982 1.432560 0.787896 0.0954 -1.0627 0.5937
C -3.188874 2.566987 1.039687 -0.0076 0.0444 -0.5902
O -2.275546 0.346128 1.341415 0.1726 1.7564 -0.5854
O 0.834449 1.708302 -1.185652 -0.8197 -1.2967 0.7649
C 0.396692 1.303787 -2.411305 -0.6704 -0.9526 -0.6901
C 0.694943 2.308223 -3.481594 0.4799 0.1393 0.3380
O -0.134177 0.231405 -2.622984 0.5856 1.3604 0.7078
O 2.323376 0.428117 1.504844 -1.0712 1.8435 -0.1070
H 1.838302 3.388433 2.645070 -0.1953 0.0219 0.2415
H 3.239763 2.344644 2.914411 0.5496 -0.0312 0.3362
H 3.070173 3.350126 1.460354 0.1698 -0.2910 -0.3703
H -3.331896 3.125243 0.123686 -0.1058 -0.0028 -0.3149
H -4.123312 2.162589 1.365419 -0.5504 -0.0980 0.3899
H -2.814968 3.303765 1.740781 0.2931 -0.2089 0.3847
H 1.500631 2.955174 -3.168321 0.3593 0.0830 0.0819
H 0.988461 1.749110 -4.347766 0.0283 -0.1021 -0.6098
H -0.123057 2.977732 -3.721246 -0.4635 -0.2534 0.0905
C 0.010585 -4.519140 -0.295851 -0.1485 0.6441 -0.2959
C -1.302702 -3.782497 0.080152 0.4379 -1.4530 0.4452
S -1.436975 -2.063041 -0.421887 -1.7573 0.5916 -0.1596
C -0.083649 -1.251895 0.417306 0.0290 1.0610 0.2375
S 1.333457 -1.995055 -0.327866 2.1446 0.3919 -0.0632
C 1.265293 -3.702683 0.124094 -0.2448 -2.3136 0.5296
H 0.024712 -5.550799 0.132248 0.0407 0.8528 0.0200
H 0.025032 -4.670903 -1.384134 0.0204 0.2338 0.1602
H -2.112829 -4.312445 -0.480988 0.3154 0.7239 0.6603
H -1.472164 -3.890413 1.176389 -0.1063 0.1263 -0.7225
H -0.174523 -0.961591 1.504976 0.2250 -1.0401 -1.0046
H 1.410345 -3.855765 1.219237 0.1204 0.2860 -0.6788
H 2.112001 -4.198261 -0.415541 -0.3456 0.7400 0.6216

# 3
29
Properties=species:S:1:pos:R:3:forces:R:3 method="wB97M-V/def2-TZVPD" homo_lumo_gap_ev=8.99 e_above_lowest_kj_mol=237.99 lumo_ha=0.0287 smiles=C[Si](C)(C)[C@@]12[C@@H]3CCC[C@H]1[C@]32Br
C 1.385254 1.142710 -2.408417 -0.3873 -0.0144 0.4138
Si 0.183766 1.194833 -0.924503 -0.1249 -0.0664 0.0110
C 0.358298 2.808119 0.077819 -0.0049 -0.4883 -0.4128
C -1.618861 0.944700 -1.508388 0.5780 0.2213 0.1040
C 0.475432 -0.260122 0.213574 2.0067 -0.6426 0.2008
C 0.707442 -1.709093 -0.138214 0.1284 -0.5093 -0.2332
C -0.125919 -2.758540 0.578908 -0.2223 0.0221 0.0189
C -0.824197 -2.112462 1.772376 0.1985 -0.1873 0.1201
C 0.186334 -1.301917 2.579900 -0.2420 0.0366 -0.0281
C 0.964505 -0.398425 1.634358 0.2308 0.0012 0.5675
C 1.831423 -1.080530 0.625268 -2.0557 1.5089 -0.8299
Br 3.582895 -0.664923 0.078001 0.0094 -0.0431 0.0437
H 1.970325 2.054410 -2.478059 0.0815 0.1826 0.0319
H 2.089905 0.319439 -2.326065 0.0652 -0.1160 0.0986
H 0.856339 1.018363 -3.348150 -0.1668 0.0162 -0.1417
H 1.320696 3.283934 -0.088823 0.1783 0.0052 -0.0417
H -0.410220 3.519878 -0.209374 -0.1336 0.1124 -0.0814
H 0.260476 2.635395 1.144201 -0.0714 -0.1031 0.2008
H -1.655680 0.509049 -2.502109 0.0399 -0.1013 -0.1872
H -2.167346 0.284985 -0.843396 -0.0184 -0.0954 0.1889
H -2.153025 1.887537 -1.545929 -0.1273 0.2422 -0.0539
H 0.891952 -1.934157 -1.187066 0.0928 0.0789 -0.0182
H 0.513669 -3.579314 0.911952 0.0124 -0.0453 -0.0629
H -0.867197 -3.167198 -0.112053 0.0166 -0.0598 0.0155
H -1.595466 -1.433064 1.402593 -0.0536 -0.0291 0.0135
H -1.302268 -2.870081 2.393798 -0.0982 0.0343 0.0094
H -0.328110 -0.694994 3.326357 -0.0160 -0.0115 0.0784
H 0.875977 -1.968790 3.102251 0.0314 0.0462 0.0702
H 1.367915 0.496683 2.104456 0.0527 0.0046 -0.0958

# 4
31
Properties=species:S:1:pos:R:3:forces:R:3 method="wB97M-V/def2-TZVPD" homo_lumo_gap_ev="7.00 / 5.73" e_above_lowest_kj_mol=161.54 lumo_ha="-0.0057 / -0.0031"
C 2.949941 -1.115759 1.837979 -1.8359 1.1241 -2.5149
C 2.132424 -2.720354 -1.019789 4.5067 -0.7225 -0.5983
C 2.022572 -2.219026 1.378311 2.3561 -0.6580 3.7924
H 2.374825 -0.203096 2.063541 0.3505 -0.2236 -0.0871
C 1.120995 -3.634699 -0.553861 -0.9020 -3.4877 0.2602
H 2.256012 -2.823948 -2.119639 -0.1759 -0.0754 0.4198
H 2.688447 -3.111118 1.410871 -0.6904 0.3497 -0.4008
H 0.817858 -4.383974 -1.299420 0.2434 0.0307 0.2885
C 0.712790 -2.695868 1.790373 -0.7536 -0.9682 -0.7000
H -0.116176 -1.978647 1.655944 0.1060 -0.1189 0.0401
H 0.729303 -3.004218 2.846158 -0.2485 0.0405 -0.1110
C 3.638438 -0.955919 0.421444 0.0340 0.1418 0.2431
H 4.700237 -0.722652 0.565238 -0.0422 -0.0805 -0.3037
H 3.150780 -0.109701 -0.080445 0.1898 -0.3096 0.0380
C 3.499283 -2.237678 -0.480583 0.7645 0.4182 -0.3960
H 4.014854 -3.072481 0.013911 -0.0318 0.0138 -0.1711
H 4.086305 -2.017261 -1.380683 0.0769 -0.0046 0.0681
C 0.583445 -3.964239 0.844354 -0.0888 0.5869 0.4776
H 1.150135 -4.799075 1.293961 -0.0424 0.3295 0.0000
H -0.465204 -4.285169 0.775959 0.2741 -0.1241 -0.1060
Cd 0.338599 -1.844551 -1.052228 -3.6787 4.5024 -0.2320
H 3.664053 -1.254898 2.635338 0.1312 -0.8433 0.2620
N -1.537102 -0.546079 -0.872034 -1.1324 -0.2467 -0.9086
C -1.320321 0.662977 -0.053802 0.3664 0.2032 0.1759
C 0.161561 0.659377 0.312774 0.5225 0.3981 0.7849
O 0.461859 0.935343 1.480957 0.0147 -0.0437 -1.1035
O 0.926285 0.320777 -0.673652 -0.3855 0.1900 0.7232
H -1.697994 -0.241152 -1.832385 -0.0833 -0.2548 0.1790
H -2.388217 -1.022619 -0.577854 0.1631 0.0746 -0.1477
H -1.514509 1.571311 -0.645297 -0.1212 -0.2942 0.2918
H -1.935248 0.638778 0.850742 0.1127 0.0522 -0.2642

# 5
33
Properties=species:S:1:pos:R:3:forces:R:3 method="wB97M-V/def2-TZVPD" charge=-2 homo_lumo_gap_ev="4.40 / 5.84" s_squared=8.7827 spin_multiplicity=6 lumo_ha="0.2020 / 0.1988"
C -0.690198 0.856891 -2.188783 -0.0671 -1.6262 -0.7425
C -1.517296 -0.279545 -2.007400 0.3648 1.0263 -0.4810
C -0.733296 -1.354528 -1.564824 0.8931 -0.0150 -0.9892
C -2.995208 -0.300621 -2.232767 -0.0516 -0.1187 0.2012
C 0.658715 -0.962361 -1.553546 -0.9606 1.4626 -1.3208
C 0.708291 0.475356 -1.994525 -1.1931 -2.1897 -0.6041
C 1.862435 1.131268 -2.652255 0.3218 0.3796 -0.2418
C -1.127921 2.204487 -2.584977 -0.4620 0.5639 -0.1057
C -1.227896 -2.706705 -1.233308 -0.4319 -0.4295 0.3689
C 1.829185 -1.866032 -1.603431 0.0592 -0.4546 0.2622
Ir 0.549203 0.471424 0.045879 -1.3447 1.3613 1.0557
Cl -1.947326 0.564484 0.893674 -1.5889 -0.5822 0.3078
Cl 0.087633 2.613575 0.948271 -2.2135 1.5278 2.6368
O 2.645482 0.516331 0.233342 2.6459 -0.9686 1.9088
H -3.452805 0.657871 -1.965983 0.0365 -0.1243 0.0646
H -3.479394 -1.088814 -1.637334 0.0909 0.2550 -0.0807
H -3.221178 -0.497282 -3.291781 -0.0539 0.0080 0.0379
H -2.106585 -2.651604 -0.567113 0.2578 -0.0118 -0.1115
H -0.461562 -3.298022 -0.719816 -0.1387 0.0984 -0.0511
H -1.543878 -3.265739 -2.131764 0.0734 0.0540 0.1061
H 1.615866 -2.760702 -1.004617 0.2771 0.0960 -0.0339
H 2.699256 -1.354076 -1.195461 0.0782 -0.1179 0.0820
H 2.038418 -2.185291 -2.628901 0.0591 -0.0879 -0.1562
H 2.777297 0.541797 -2.533650 -0.1077 0.1637 0.0816
H 1.994407 2.111553 -2.182148 0.2721 -0.0971 -0.2420
H 1.672200 1.269593 -3.723806 0.0151 -0.0659 -0.0933
H -2.046665 2.491600 -2.042880 0.3196 -0.0110 -0.1349
H -1.353056 2.250088 -3.665812 0.0349 0.1026 0.1316
H -0.348269 2.937499 -2.358946 -0.1165 0.0057 0.0133
H 2.810153 0.196854 1.169002 -0.2546 0.5544 -1.6412
O 1.604433 2.698108 -0.260184 3.0860 0.3447 -1.9192
H 2.252410 1.994729 0.114837 -0.2717 0.8375 -0.2217
Cl 0.671448 -1.059189 1.733009 0.3711 -1.9412 1.9123

# 6
35
Properties=species:S:1:pos:R:3:forces:R:3 method="wB97M-V/def2-TZVPD" charge=+2 homo_lumo_gap_ev=6.75 lumo_ha=-0.3657
C -1.230657 4.672859 1.532288 1.2108 0.1724 0.4013
C -1.762680 3.633211 1.294988 -0.9075 -0.2808 -0.1492
C -2.559326 2.438670 1.050193 0.6351 0.2346 0.2031
C -1.753734 1.234267 1.552180 -0.4465 -0.4649 -0.8287
C -1.957511 -0.084071 0.725758 0.7693 0.9979 1.3069
P -0.302433 -0.793352 0.312738 -2.5963 -1.2444 -2.7488
Cl 0.066134 -0.922516 2.622883 0.8801 0.5279 1.2093
C 0.187269 -2.527972 0.156960 1.1630 -0.4915 0.3123
C 1.610854 -2.627731 -0.462129 -0.4288 0.4476 0.4141
C 2.712752 -1.940747 0.344658 0.3939 0.4971 -0.4736
N 3.290545 -0.765045 -0.374332 -0.8567 0.3313 1.0313
C -0.653670 -0.621016 -1.559254 0.7277 1.2558 -0.3657
O -1.194368 -1.514491 -2.124692 -0.3743 -0.7781 0.0118
N -0.355312 0.584119 -2.213554 0.0792 -0.4692 0.5963
C 0.071364 0.351939 -3.574813 0.0783 0.1294 -0.7287
O 1.020988 -0.286656 -3.840407 0.1711 -0.0933 -0.0421
F -0.689938 0.944246 -4.459620 -0.0871 -0.0138 0.4080
H -0.564403 5.443591 1.828614 -0.1963 0.5378 -0.0912
H -2.771400 2.378675 -0.009473 -0.2522 -0.1521 -0.2309
H -3.471589 2.521742 1.629649 -0.3860 -0.1002 -0.1317
H -0.696409 1.575668 1.449773 -0.2177 0.1022 0.0092
H -1.954876 1.071167 2.599179 0.2268 -0.0401 0.3299
H -2.480658 0.170988 -0.181892 -0.1126 -0.2842 -0.3739
H -2.521753 -0.770523 1.343247 -0.1095 -0.4366 -0.1285
H 0.754543 0.199796 0.241954 -0.4294 -0.5548 -0.4547
H 0.205678 -3.037128 1.108101 -0.1812 0.1106 0.3936
H -0.496150 -3.068289 -0.487821 -0.4542 0.3921 -0.2402
H 1.821173 -3.686276 -0.488821 0.0067 -0.2979 -0.2840
H 1.588876 -2.247487 -1.479048 0.1809 -0.0755 -0.2742
H 2.387434 -1.662415 1.347280 -0.2313 -0.2748 0.2247
H 3.526578 -2.636908 0.485894 0.2748 -0.1200 0.0608
H 2.577234 -0.149735 -0.760353 0.0981 -0.1756 -0.5024
H 3.841073 -0.198772 0.267388 0.5460 -0.1496 -0.2843
H 0.328514 1.152204 -1.733754 0.0092 0.2658 -0.1021
Pb 1.425859 1.167988 1.856238 0.8164 0.4947 1.5222

# 7
29
Properties=species:S:1:pos:R:3:forces:R:3 method="wB97M-V/def2-TZVPD" homo_lumo_gap_ev="5.80 / 5.42" e_above_lowest_kj_mol=5.53 s_squared=6.2022 spin_multiplicity=5 lumo_ha="0.0041 / -0.0092"
Cr -0.098213 0.052329 0.251194 0.8546 -0.4450 -1.8852
C -1.049052 -2.153302 -2.589400 -0.3822 1.6755 1.1753
H -0.602978 -1.330363 -1.847967 -0.8118 -1.6551 -1.6807
H -1.567994 -1.686201 -3.444140 0.3985 0.1491 0.4666
H -1.824282 -2.720002 -2.051183 0.5066 0.0550 -0.0599
H -0.275998 -2.794042 -2.980367 0.3202 -0.1631 0.1876
H 1.410590 -0.168740 0.926926 0.6078 -0.8392 -0.6280
C -1.486686 -1.509151 2.328055 -0.1074 0.5723 0.1025
N -1.043465 -0.116605 2.004491 -1.1897 -0.1880 1.7452
C -2.233663 0.790737 1.906999 0.0884 -0.4859 0.2463
C -0.041468 0.415350 3.034154 -0.3727 -0.4891 -0.3719
C 0.868796 1.461384 2.406446 0.6227 -0.2998 -0.1254
C 1.616805 2.335849 3.158190 -0.3031 0.3368 -0.2262
C 2.458719 3.241027 2.498528 0.2279 0.0964 0.1683
C 2.582241 3.268652 1.102050 -0.2693 -0.0582 -0.0113
C 1.876448 2.352878 0.326210 0.3369 -0.6194 1.1085
C 1.153704 1.352353 1.026058 -1.5285 0.6963 -0.7946
H -2.053406 -1.924532 1.470593 0.3038 0.2291 0.4736
H -2.149606 -1.489846 3.214386 0.2179 -0.1715 -0.2080
H -0.608082 -2.139782 2.536180 -0.3581 0.2878 -0.1717
H -2.656021 0.942197 2.926326 0.0512 0.0860 -0.5496
H -1.919617 1.754276 1.469491 -0.1795 -0.3356 0.3320
H -3.006014 0.319409 1.255470 0.5753 0.3547 0.4633
H -0.617439 0.827326 3.882905 0.2808 -0.1119 -0.1534
H 0.532670 -0.470959 3.402597 -0.3085 0.6292 -0.4002
H 1.503850 2.283224 4.238022 0.1985 0.4734 0.0195
H 3.007119 3.951640 3.095469 0.2091 0.0927 0.0315
H 3.240851 3.982097 0.607579 -0.1677 0.0676 0.2804
H 1.943693 2.315611 -0.767077 0.1781 0.0599 0.4656